(one)
Formula: C4H12N2S
Source: the Open Molecules 2025 dataset
Level of theory: ωB97M-V/def2-TZVPD

The calculation puts the LUMO energy at 0.978 eV. The calculation puts the HOMO-LUMO gap at 0.366 Eh.

The geometry in ORCA input format:
```
! RIJCOSX wB97M-V def2-TZVPD def2/J DEFGRID3
* xyz 0 1
S -0.70306 -0.07384 -2.78398
C -0.47510 1.07091 0.48898
H 0.01863 -2.34190 0.95634
C 0.47358 0.09955 -0.24422
H 1.80775 -0.04783 1.25203
C -0.21693 -0.86211 -1.22989
H 1.25422 -2.18708 2.10674
H -1.22193 2.02132 -1.12471
C 0.53283 -1.58720 1.54052
H 0.01998 1.32759 1.42856
H 0.45219 -1.69936 -1.34921
H -1.31836 2.89685 0.21086
H 0.35356 0.73481 -2.93733
H -1.41839 0.58412 0.76354
H 1.14391 0.73625 -0.81941
N -0.68290 2.29424 -0.30719
H -0.15665 -1.07282 2.18670
H -1.16366 -1.19053 -0.80623
N 1.30033 -0.70296 0.66791
*
```

(two)
Formula: C4H12N2S
Source: the Open Molecules 2025 dataset
Level of theory: ωB97M-V/def2-TZVPD

The calculation puts the LUMO energy at 0.777 eV. The calculation puts the HOMO-LUMO gap at 0.337 Eh.

The geometry in ORCA input format:
```
! RIJCOSX wB97M-V def2-TZVPD def2/J DEFGRID3
* xyz 0 1
H 0.52348 -0.68797 0.32665
H 1.16295 2.17911 1.91944
H -1.80554 -1.22124 -0.29105
H 0.81170 -1.46081 -3.64978
C 1.50586 1.23837 2.35568
N -0.06593 -1.40506 -3.18466
H 1.82954 1.42290 3.41839
H -0.45618 0.58800 3.03996
C 0.35657 0.20099 2.38178
H 0.69895 -0.74606 2.84900
H -0.24215 -2.06493 -2.43901
H -0.18265 0.68573 -3.58074
H -2.02487 0.97571 -2.25259
S -1.70467 -1.12291 1.08149
H -0.45268 0.79142 0.43156
C -0.14909 -0.11075 0.95949
C -0.62748 -0.16345 -3.02965
N -1.55262 0.03277 -2.12754
H 2.37483 0.86819 1.79159
*
```

(three)
Formula: C4H12N2S
Source: the Open Molecules 2025 dataset
Level of theory: ωB97M-V/def2-TZVPD

The calculation puts the LUMO energy at 0.964 eV. The calculation puts the HOMO-LUMO gap at 0.368 Eh.

The geometry in ORCA input format:
```
! RIJCOSX wB97M-V def2-TZVPD def2/J DEFGRID3
* xyz 0 1
C -1.35199 0.98739 1.84392
H 2.04323 -1.90320 -0.41930
N 0.18130 0.05433 0.20852
H 2.51349 0.25441 -0.31087
H 1.69815 -1.97596 -2.18151
H -1.54730 1.27203 -0.28754
C 1.59113 -1.40004 -1.27861
H -0.41015 -0.99459 -1.79128
H -0.69069 1.94827 1.94928
H -0.44149 -1.97303 -0.50195
H -1.65154 -0.49264 0.34022
H 3.29590 -0.33833 -1.70093
C 0.21026 -1.08104 -0.93523
H -0.92089 0.38686 2.68582
H -3.19906 2.54005 1.50346
H 0.62070 0.75637 -0.43915
N 2.35938 0.08398 -1.36624
C -1.18514 0.44423 0.42929
S -3.11530 1.43090 2.25210
*
```

(four)
Formula: C4H12N2S
Source: the Open Molecules 2025 dataset
Level of theory: ωB97M-V/def2-TZVPD

The calculation puts the LUMO energy at 0.948 eV. The calculation puts the HOMO-LUMO gap at 0.335 Eh.

The geometry in ORCA input format:
```
! RIJCOSX wB97M-V def2-TZVPD def2/J DEFGRID3
* xyz 0 1
C -1.01687 0.92490 1.93766
H 0.05677 -1.85842 -2.01852
N -0.58597 -1.08916 -2.03369
C 0.32192 0.48388 -0.22370
H -1.69227 0.29983 -0.96219
H -1.40806 -1.29075 -2.57731
C 1.39397 -0.41216 0.34406
S 2.48999 -1.07873 -1.03007
C -0.88578 -0.40161 -0.80631
H -1.63105 1.76257 2.28708
N -0.17495 1.38995 0.80010
H -0.26105 0.47801 2.58946
H 1.94746 0.18911 1.04526
H 3.40507 -0.14561 -0.80429
H 1.11176 -1.37826 0.76610
H 0.53300 1.01750 -1.15540
H -0.73902 2.07311 0.30514
H -1.16299 -1.10748 -0.00285
H -1.70192 0.14330 1.53946
*
```

Name the most stable of them. (two).

(one)
Formula: C4H12N2S
Source: the Open Molecules 2025 dataset
Level of theory: ωB97M-V/def2-TZVPD

The calculation puts the LUMO energy at 0.961 eV. The calculation puts the HOMO-LUMO gap at 0.349 Eh.

The geometry in ORCA input format:
```
! RIJCOSX wB97M-V def2-TZVPD def2/J DEFGRID3
* xyz 0 1
H 0.28852 -3.00858 0.58162
C 0.11358 2.10714 0.27721
H -1.10554 -1.48017 -2.75924
H -0.26622 -1.58487 2.32175
H -1.66701 0.51514 -1.34136
H -0.66323 2.66921 -0.24751
C 0.12018 0.63680 -0.17806
H -0.05980 2.17724 1.34750
H -1.22567 0.17707 1.35356
H 1.15084 -0.63612 2.06800
H -0.43369 1.48188 -2.05306
H 1.05961 2.58462 0.04487
N 0.90973 -2.24190 0.77993
C 0.34560 -1.17069 1.53060
H 1.12257 0.24328 -0.36583
H 1.38795 -1.95200 -0.05989
N -0.50953 -0.24924 0.78712
S 0.03069 -0.80414 -2.54768
C -0.59857 0.53533 -1.53954
*
```

(two)
Formula: C4H12N2S
Source: the Open Molecules 2025 dataset
Level of theory: ωB97M-V/def2-TZVPD

The calculation puts the LUMO energy at 0.794 eV. The calculation puts the HOMO-LUMO gap at 0.347 Eh.

The geometry in ORCA input format:
```
! RIJCOSX wB97M-V def2-TZVPD def2/J DEFGRID3
* xyz 0 1
N -0.57880 2.87427 0.11813
H 0.36993 2.86431 0.43535
C -0.70275 -0.32998 -0.31924
H 1.83974 -1.56967 0.88760
C -1.06275 1.76902 0.96680
C -0.08442 -1.69492 -0.12890
H -2.10472 1.32493 0.83419
H -1.21657 1.97926 2.20903
N -0.34979 0.56250 0.76539
H -0.44793 -2.04542 0.91774
H -0.47733 -2.27728 -0.95846
H -1.78816 -0.61663 -0.40492
H 0.66780 0.82250 0.66625
H 1.70644 -2.92819 -0.30720
H 1.53169 -0.95205 -2.17755
H -0.55274 0.14303 -1.26440
C 1.48006 -1.86730 -0.08887
H -0.58371 2.78686 -0.91107
S 2.35402 -0.84525 -1.23989
*
```

(three)
Formula: C4H12N2S
Source: the Open Molecules 2025 dataset
Level of theory: ωB97M-V/def2-TZVPD

The calculation puts the LUMO energy at -0.887 eV. The calculation puts the HOMO-LUMO gap at 0.291 Eh.

The geometry in ORCA input format:
```
! RIJCOSX wB97M-V def2-TZVPD def2/J DEFGRID3
* xyz 0 1
H 1.42992 1.80071 0.07320
C -2.12065 -0.36896 0.95973
N -0.69898 0.28251 -0.89445
H 2.64436 1.18022 -1.07136
H -2.84436 0.59176 -0.75052
H -1.49569 0.13906 1.70203
H -1.45188 -1.71652 -0.69201
S 2.30673 -0.28886 0.82056
H 0.76009 1.02437 -2.26338
H 0.99551 -0.62650 -1.90017
C 1.76301 0.81681 -0.47116
H -2.70240 -1.19164 1.45728
H 1.53820 -1.89160 -0.10165
C 0.67222 0.32031 -1.43193
N -3.01280 0.55100 0.25730
C -1.05054 -0.91231 -0.03012
H -0.64430 1.13899 -0.31766
H -0.17526 -1.29212 0.49448
H -3.97891 0.30409 0.37236
*
```

Name the most stable of them. (one).

(one)
Formula: C4H12N2S
Source: the Open Molecules 2025 dataset
Level of theory: ωB97M-V/def2-TZVPD

The calculation puts the LUMO energy at 0.933 eV. The calculation puts the HOMO-LUMO gap at 0.364 Eh.

The geometry in ORCA input format:
```
! RIJCOSX wB97M-V def2-TZVPD def2/J DEFGRID3
* xyz 0 1
C 0.07694 0.51269 0.37122
H -0.19337 -1.76922 -0.91992
N 0.12081 -1.02932 -1.55326
H -2.54083 -1.38955 -2.13426
H -0.33100 -1.25812 -2.43248
H 0.46260 1.54049 0.39994
C -1.95046 0.34942 -1.13512
H -2.37939 0.02745 -0.17492
H -0.03555 1.02198 -1.75244
C -0.39471 0.24980 -1.06078
H -2.24412 1.40406 -1.16579
C 1.25624 -0.33711 0.85598
H 0.99034 -1.37489 1.04968
H 2.78475 -0.46845 2.67101
S 1.81338 0.40558 2.43292
H 2.06179 -0.23757 0.13045
H -0.70466 0.48093 1.11921
H -2.68869 -0.02365 -3.10256
N -2.63014 -0.38618 -2.16952
*
```

(two)
Formula: C4H12N2S
Source: the Open Molecules 2025 dataset
Level of theory: ωB97M-V/def2-TZVPD

The calculation puts the LUMO energy at 0.874 eV. The calculation puts the HOMO-LUMO gap at 0.342 Eh.

The geometry in ORCA input format:
```
! RIJCOSX wB97M-V def2-TZVPD def2/J DEFGRID3
* xyz 0 1
N -0.78968 0.06278 -0.27127
C 0.66605 0.16537 -0.06318
H -3.77108 1.22235 -0.22367
H 2.15760 0.28291 1.61934
C -1.86380 0.93715 0.03743
S 3.32263 -0.85076 -0.87204
H 1.59436 -1.77187 -0.14618
H 3.97961 -1.96331 -0.75531
H -3.32663 -0.17261 -0.99542
H 0.77241 -0.79173 1.79387
C 1.46477 -0.94523 -0.79962
H -1.05336 -0.85401 -0.36981
H 0.89328 1.12041 -0.53641
H 0.42865 0.93373 1.82733
C 1.12724 0.17271 1.37884
N -3.02876 0.75673 -0.80096
H -2.07285 0.76071 1.15223
H 1.04216 -1.03546 -1.91675
H -1.54262 1.97013 -0.05842
*
```

Name the most stable of them. (one).

(one)
Formula: C2H9N3O
Source: the Open Molecules 2025 dataset
Level of theory: ωB97M-V/def2-TZVPD

The calculation puts the LUMO energy at 0.889 eV. The calculation puts the HOMO-LUMO gap at 0.358 Eh.

The geometry in ORCA input format:
```
! RIJCOSX wB97M-V def2-TZVPD def2/J DEFGRID3
* xyz 0 1
H -2.87329 1.26398 -0.87706
C -1.93418 0.86147 -0.48373
O 0.50581 -1.18058 -0.76618
N -0.83002 1.42638 -0.83314
H -1.10017 2.19679 -1.43333
H 2.34745 -0.45357 1.78793
H 1.82240 0.90538 0.94578
H -1.27405 -0.17949 1.04872
H 1.90136 -1.99410 0.40813
N 2.04729 -0.07270 0.91050
H 2.46701 -0.93609 -0.98809
N -2.06488 -0.12938 0.42700
C 1.80874 -1.03463 -0.12551
H -2.98504 -0.40843 0.70945
H 0.16157 -0.26501 -0.73046
*
```

(two)
Formula: C2H9N3O
Source: the Open Molecules 2025 dataset
Level of theory: ωB97M-V/def2-TZVPD

The calculation puts the LUMO energy at 0.922 eV. The calculation puts the HOMO-LUMO gap at 0.367 Eh.

The geometry in ORCA input format:
```
! RIJCOSX wB97M-V def2-TZVPD def2/J DEFGRID3
* xyz 0 1
H 1.35272 1.46639 -0.61364
C 0.59505 -0.30122 -0.37529
H -1.52309 0.22644 -1.81847
N -0.96275 0.69024 0.88171
H 0.71818 -0.96761 1.61111
H 1.79981 0.30401 1.33924
H -1.96533 0.70738 1.16099
N -1.52127 -0.47263 -1.10482
H -0.69764 1.58699 0.57799
H 2.35314 -1.30976 0.67292
C 1.47447 -0.64501 0.82574
H -2.52019 -0.60359 -0.99826
N -0.75072 -0.37918 0.06883
O 1.00498 0.80058 -1.17582
H 0.64264 -1.10302 -1.05223
*
```

Name the most stable of them. (one).

(one)
Formula: C4H7N3S
Source: the Open Molecules 2025 dataset
Level of theory: ωB97M-V/def2-TZVPD

The calculation puts the LUMO energy (spin up / spin down) at -0.968 / -0.968 eV. The calculation puts the HOMO-LUMO gap (spin up / spin down) at 0.270 / 0.270 Eh.

The geometry in ORCA input format:
```
! RIJCOSX wB97M-V def2-TZVPD def2/J DEFGRID3
* xyz 0 1
C -1.32541 0.98481 -0.84236
C -0.31089 -1.16039 -0.63469
H 0.26530 1.87477 2.97079
C -1.13890 -0.34199 -1.30912
H -0.27221 -1.17520 1.64280
H -2.20266 1.47292 -1.35024
H 1.35938 -1.44504 0.70552
H 2.48349 1.47584 -0.18463
S 0.48803 0.92228 0.99364
C 0.33258 -0.92179 0.69057
H -0.12840 -2.11980 -0.90992
H -1.42584 -0.78234 -2.30831
N 0.18522 0.92103 2.51704
N 1.96293 1.83349 0.67586
N -0.66169 1.58969 0.10391
*
```

(two)
Formula: C4H7N3S
Source: the Open Molecules 2025 dataset
Level of theory: ωB97M-V/def2-TZVPD

The calculation puts the LUMO energy at 0.302 eV. The calculation puts the HOMO-LUMO gap at 0.365 Eh.

The geometry in ORCA input format:
```
! RIJCOSX wB97M-V def2-TZVPD def2/J DEFGRID3
* xyz 0 1
H 0.87488 0.33419 1.50246
N 0.05969 -1.17300 0.31963
C 0.03519 -0.29931 1.49304
S 0.47868 1.31684 -2.67597
H -1.20913 1.13587 2.51670
H -1.50332 1.02789 0.83183
H 0.19724 -0.98083 2.31571
C -1.23446 0.41223 1.66329
N 0.42017 0.63555 -1.12723
N 0.89610 -2.41835 -2.74440
C 0.38782 -0.71680 -0.83499
H -2.02532 -0.27137 1.85606
C 0.64856 -1.65267 -1.91152
H 1.80669 1.45341 -2.82251
H 0.16724 1.19635 -0.38211
*
```

Name the most stable of them. (two).

(one)
Formula: C4H7N3S
Source: the Open Molecules 2025 dataset
Level of theory: ωB97M-V/def2-TZVPD

The calculation puts the LUMO energy at 0.550 eV. The calculation puts the HOMO-LUMO gap at 0.293 Eh.

The geometry in ORCA input format:
```
! RIJCOSX wB97M-V def2-TZVPD def2/J DEFGRID3
* xyz 0 1
H -2.31332 1.24783 -0.36546
C 1.03626 -0.65207 -0.12097
C 0.10585 1.68585 -0.04747
N -2.35659 0.19537 -0.13471
H -1.51815 -2.56171 0.06890
H 1.08407 1.96838 -0.17916
S 2.73172 -0.16544 -0.15867
H 2.69348 0.40468 1.16689
H -0.16358 2.14750 0.94445
C 0.46063 -1.83206 -0.07492
H -0.61485 2.15447 -0.71931
H 0.94623 -2.83366 -0.21616
N -0.90014 -1.68433 0.01306
N 0.01550 0.28863 -0.15229
C -1.20712 -0.36343 -0.02416
*
```

(two)
Formula: C4H7N3S
Source: the Open Molecules 2025 dataset
Level of theory: ωB97M-V/def2-TZVPD

The calculation puts the LUMO energy at -0.521 eV. The calculation puts the HOMO-LUMO gap at 0.254 Eh.

The geometry in ORCA input format:
```
! RIJCOSX wB97M-V def2-TZVPD def2/J DEFGRID3
* xyz 0 1
H -0.64942 -2.33113 -0.79645
C -2.89591 0.39591 0.29990
H -2.11227 2.34131 0.75462
C -0.93628 -0.44326 -0.08173
S 4.26815 0.02931 0.47921
C 2.92396 -0.31752 -0.46078
H 4.72002 -1.23324 0.53698
H -3.94441 0.63407 0.31656
N -0.18060 -1.55743 -0.39151
H 2.60288 0.76756 -0.67634
C -0.63338 0.91925 0.02425
N -2.25489 -0.70866 0.03671
N -1.93712 1.40447 0.33207
H 0.71413 -1.22520 -0.74488
H 0.31516 1.32457 0.37138
*
```

(three)
Formula: C4H7N3S
Source: the Open Molecules 2025 dataset
Level of theory: ωB97M-V/def2-TZVPD

The calculation puts the LUMO energy at 0.860 eV. The calculation puts the HOMO-LUMO gap at 0.334 Eh.

The geometry in ORCA input format:
```
! RIJCOSX wB97M-V def2-TZVPD def2/J DEFGRID3
* xyz 0 1
C -0.42111 0.44952 0.27753
N -0.50812 1.56656 0.84519
H -2.26623 0.68827 -0.54908
C -1.61336 -0.13067 -0.40032
H 1.29941 -0.08627 1.16814
C 1.00176 -1.40269 -0.35823
H 0.19041 -2.79187 -1.78891
N 0.82807 -0.16458 0.26485
H 1.42189 2.03061 0.53439
C 0.21185 -1.76675 -1.36025
N 0.76595 2.10843 1.36414
S -1.03144 -0.61601 -2.01585
H 0.59539 3.15909 1.60756
H 1.65589 -2.06071 0.19070
H -2.13035 -0.98293 0.22013
*
```

(four)
Formula: C4H7N3S
Source: the Open Molecules 2025 dataset
Level of theory: ωB97M-V/def2-TZVPD

The calculation puts the LUMO energy at 0.763 eV. The calculation puts the HOMO-LUMO gap at 0.368 Eh.

The geometry in ORCA input format:
```
! RIJCOSX wB97M-V def2-TZVPD def2/J DEFGRID3
* xyz 0 1
H 0.60494 -2.37720 0.55822
C 0.82341 -1.72838 -0.29267
C -0.13641 0.42077 0.31005
N 1.98790 0.34696 -0.17328
C 0.25119 1.76195 0.34775
C 1.59273 1.60210 -0.06406
H -3.38872 -0.81559 -0.70719
H -2.07233 -0.00626 1.37723
H -0.40064 2.58524 0.42501
H 0.03701 -1.77710 -1.04016
H 1.79160 -1.94572 -0.54583
N -1.63471 -0.32975 0.54515
H 2.41100 2.26029 -0.29013
S -2.78612 0.37996 -0.48737
N 0.91916 -0.37726 0.03728
*
```

Name the most stable of them. (one).